[1]
This record from the Open Molecules 2025 dataset describes C31H40N6O5Si2Tc as an isolated structure at a distorted geometry. The level of theory is ωB97M-V with the def2-TZVPD basis set.

Atoms and positions in Å:
Tc (-0.0177, 0.1596, -0.0932)
O (3.4741, -0.6465, 1.4053)
C (2.3357, -0.2549, 1.5598)
O (1.2719, -0.8488, 1.0648)
C (2.0447, 0.9933, 2.3910)
C (0.5891, 1.0370, 2.8792)
C (0.4128, 2.1251, 3.9360)
C (0.4864, 3.4190, 3.0758)
C (0.7047, 2.8449, 1.6736)
O (-0.0968, 1.6279, 1.7275)
C (2.1371, 2.3030, 1.5361)
C (2.4367, 2.1253, 0.0464)
O (3.1518, 2.9405, -0.5156)
O (1.8301, 1.1361, -0.5520)
H (2.7556, 1.0015, 3.2128)
H (0.1425, 0.0789, 3.1061)
H (-0.5553, 2.0286, 4.4260)
H (1.1868, 2.0690, 4.6996)
H (-0.4467, 3.9795, 3.1220)
H (1.3043, 4.0794, 3.3564)
H (0.3815, 3.4862, 0.8605)
H (2.8657, 3.0078, 1.9210)
C (-4.4626, 1.3632, -1.4146)
Si (-3.1491, 0.0875, -1.9002)
C (-2.3866, 0.9027, -3.4277)
C (-3.8616, -1.4895, -2.6755)
N (-2.2134, -0.3875, -0.4592)
C (-2.9885, -1.0099, 0.4739)
C (-4.3953, -1.2253, 0.3301)
C (-5.1969, -1.6913, 1.3411)
C (-4.6533, -1.9741, 2.6112)
C (-3.3052, -1.8931, 2.7748)
C (-2.4050, -1.5461, 1.6986)
N (-1.1070, -1.7581, 1.7445)
Si (-0.4273, -2.8789, 2.9020)
C (1.3537, -3.3951, 2.6529)
C (-1.3574, -4.5202, 2.8290)
C (-0.5062, -2.1713, 4.6664)
H (-5.4111, 1.1624, -1.9290)
H (-4.1409, 2.3685, -1.7070)
H (-4.6621, 1.3636, -0.3402)
H (-3.0910, 0.7021, -4.2433)
H (-1.4131, 0.5245, -3.7491)
H (-2.3106, 1.9886, -3.3172)
H (-4.9281, -1.3662, -2.9014)
H (-3.7627, -2.3580, -2.0170)
H (-3.3635, -1.7206, -3.6239)
H (-4.8864, -0.9863, -0.6010)
H (-6.2594, -1.8132, 1.1622)
H (-5.2932, -2.2783, 3.4312)
H (-2.8684, -2.1313, 3.7375)
H (1.5961, -3.5662, 1.5994)
H (1.5082, -4.3338, 3.1990)
H (2.0687, -2.6634, 3.0425)
H (-1.0268, -5.0904, 1.9527)
H (-2.4410, -4.4050, 2.7607)
H (-1.1296, -5.1173, 3.7188)
H (0.5012, -1.9448, 5.0329)
H (-0.9472, -2.9034, 5.3519)
H (-1.1005, -1.2536, 4.7340)
N (-1.1527, -2.3371, -5.9085)
C (-0.4683, -2.1430, -5.0044)
C (0.3990, -1.9015, -3.8801)
C (1.7538, -2.2136, -3.9320)
C (2.5070, -1.9751, -2.8007)
C (1.9218, -1.3932, -1.6905)
N (0.6156, -1.0501, -1.6555)
C (-0.1246, -1.3452, -2.7272)
H (2.1857, -2.6325, -4.8318)
H (3.5597, -2.2199, -2.7649)
H (2.5137, -1.1888, -0.8101)
H (-1.1811, -1.1601, -2.6544)
N (-1.1873, 5.8680, -2.0856)
C (-1.0269, 4.5667, -1.7521)
C (-0.0309, 3.7790, -2.3475)
C (0.0878, 2.4632, -1.9974)
N (-0.7050, 1.8640, -1.0809)
C (-1.6673, 2.6176, -0.5163)
C (-1.8637, 3.9391, -0.8168)
H (-0.5043, 6.3258, -2.6603)
H (-1.8397, 6.4432, -1.5866)
H (0.6517, 4.2013, -3.0746)
H (0.8637, 1.8566, -2.4400)
H (-2.3011, 2.1107, 0.2013)
H (-2.6569, 4.4864, -0.3210)

Computed properties:
HOMO energy (alpha / beta) = -6.5 / -7.6 eV
charge = 0
molecular weight = 730.870 g/mol
⟨S²⟩ = 3.783
2S+1 = 4
LUMO energy (alpha / beta) = -0.3 / -0.8 eV

Quick look at the Löwdin charges, all values in e: 1.60, 0.10, -0.59, -0.26, -0.08, -0.23, -0.08, -0.08, -0.23, -0.16, -0.08, -0.56, 0.07, -0.19, 0.16, 0.12, 0.12, 0.12, 0.11, 0.12, 0.14, 0.15, -0.17, 0.43, -0.17, -0.17, -0.14, -0.30, -0.10, -0.08, -0.10, -0.07, -0.33, -0.02, 0.44, -0.18, -0.17, -0.18, 0.04, 0.02, 0.03, 0.05, 0.01, 0.02, 0.04, 0.04, 0.02, 0.06, 0.10, 0.10, 0.08, 0.03, 0.04, 0.02, 0.03, 0.02, 0.03, 0.02, 0.03, 0.02, 0.18, -0.17, -0.19, 0.01, -0.01, -0.06, -0.04, -0.07, 0.13, 0.12, 0.10, 0.06, 0.14, -0.30, 0.01, -0.12, -0.12, -0.17, -0.01, 0.11, 0.11, 0.13, 0.12, 0.11, 0.12


[2]
This record from the Open Molecules 2025 dataset describes C31H41B3F24O19S as an isolated structure at a distorted geometry. The level of theory is ωB97M-V with the def2-TZVPD basis set.

Atoms and positions in Å:
C (7.7316, -3.7504, 0.7307)
C (6.3915, -3.3016, 1.2985)
O (6.5425, -2.3544, 2.3484)
C (5.4413, -2.7730, 0.2111)
O (4.2396, -3.5581, 0.2252)
B (3.0528, -2.9924, -0.0396)
O (2.6805, -1.7215, 0.3997)
B (1.3701, -1.6623, 0.8157)
C (0.9149, -1.1367, 2.2291)
C (0.8228, 0.3889, 2.3194)
F (1.8277, -1.6303, 3.1780)
O (0.4099, -2.2173, -0.0684)
B (0.8034, -3.4763, -0.3866)
S (-0.4984, -4.8505, -0.1227)
O (-0.0239, -5.6475, 0.9844)
O (-1.7958, -4.2413, -0.0122)
C (-0.5227, -5.9313, -1.6295)
F (0.7449, -6.2466, -1.9227)
F (-1.0129, -5.1997, -2.6348)
C (-1.3755, -7.2328, -1.4517)
F (-2.1773, -7.1396, -0.4047)
F (-0.5728, -8.2750, -1.2836)
F (-2.1139, -7.4386, -2.5322)
O (2.0857, -3.7651, -0.7195)
H (8.2299, -4.4495, 1.3983)
H (8.3852, -2.8884, 0.5612)
H (7.5814, -4.2402, -0.2312)
H (5.8881, -4.1660, 1.7362)
H (7.3739, -1.8847, 2.2273)
H (5.8975, -2.8625, -0.7763)
H (5.2413, -1.7189, 0.4112)
H (-0.0519, -1.5896, 2.4651)
H (1.2389, 0.8789, 1.4379)
H (-0.2107, 0.7075, 2.4254)
H (1.3884, 0.7153, 3.1909)
C (1.8751, -8.2359, 0.0467)
C (2.6206, -6.9703, 0.4067)
O (3.8628, -7.2732, 1.0854)
C (4.8944, -7.5705, 0.3147)
O (4.9230, -7.6245, -0.8796)
C (6.1552, -7.7674, 1.1886)
F (5.9075, -8.5146, 2.2681)
F (6.5758, -6.5605, 1.5996)
F (7.1300, -8.3406, 0.4891)
H (1.7046, -8.8438, 0.9357)
H (0.9116, -7.9821, -0.3945)
H (2.4386, -8.8332, -0.6700)
H (2.0479, -6.3695, 1.1094)
H (2.8282, -6.3608, -0.4721)
C (-5.3723, 3.5806, 2.3019)
C (-4.5787, 4.8161, 1.9521)
O (-3.2384, 4.7432, 2.4959)
C (-2.3590, 4.0659, 1.7876)
O (-2.5196, 3.5078, 0.7407)
C (-0.9757, 4.1050, 2.4693)
F (-1.0493, 3.8962, 3.7832)
F (-0.3835, 5.2917, 2.2558)
F (-0.1734, 3.1831, 1.9323)
H (-5.3784, 3.4190, 3.3729)
H (-6.3993, 3.6868, 1.9546)
H (-4.9435, 2.6913, 1.8388)
H (-5.0145, 5.7044, 2.4040)
H (-4.5255, 4.9747, 0.8758)
C (-0.4981, 2.7810, -1.5861)
C (-0.8124, 2.9697, -3.0529)
O (-0.2045, 4.1837, -3.5572)
C (1.0633, 4.0972, -3.9175)
O (1.7697, 3.1328, -3.8838)
C (1.5392, 5.4620, -4.4637)
F (1.1185, 6.4739, -3.6948)
F (1.0548, 5.6491, -5.7002)
F (2.8672, 5.5049, -4.5219)
H (-0.8049, 3.6553, -1.0196)
H (-1.0260, 1.9125, -1.1960)
H (0.5737, 2.6349, -1.4354)
H (-1.8765, 3.1056, -3.2046)
H (-0.4840, 2.1233, -3.6548)
C (2.8802, 5.8215, -0.6373)
C (2.4271, 4.8869, 0.4611)
O (2.9746, 3.5615, 0.2806)
C (4.2002, 3.3581, 0.7357)
O (4.9161, 4.1478, 1.2760)
C (4.5885, 1.8782, 0.5170)
F (4.2399, 1.4534, -0.7023)
F (3.9610, 1.1103, 1.4205)
F (5.8998, 1.7119, 0.6620)
H (2.6325, 5.4103, -1.6154)
H (2.3874, 6.7873, -0.5292)
H (3.9581, 5.9764, -0.5997)
H (1.3505, 4.7411, 0.4333)
H (2.6943, 5.2618, 1.4483)
C (-8.6898, 1.8796, 8.4429)
C (-9.1459, 2.1401, 7.0255)
O (-8.5494, 3.3500, 6.5025)
C (-7.3287, 3.2298, 6.0114)
O (-6.6607, 2.2407, 5.9445)
C (-6.8540, 4.5892, 5.4580)
F (-7.1478, 5.5958, 6.2838)
F (-7.4488, 4.8331, 4.2769)
F (-5.5348, 4.5837, 5.2704)
H (-8.9064, 2.7389, 9.0777)
H (-9.2084, 1.0093, 8.8437)
H (-7.6177, 1.6893, 8.4804)
H (-10.2177, 2.3187, 6.9817)
H (-8.9082, 1.3077, 6.3648)
C (-1.7402, 0.8662, -9.5882)
C (-1.1692, 1.2779, -8.2504)
O (-2.2091, 1.7581, -7.3679)
C (-2.8887, 0.8326, -6.7101)
O (-2.7426, -0.3522, -6.7598)
C (-3.9139, 1.5131, -5.7768)
F (-4.5552, 2.5122, -6.3889)
F (-3.2669, 2.0243, -4.7126)
F (-4.8110, 0.6377, -5.3408)
H (-2.2956, 1.6904, -10.0359)
H (-0.9333, 0.5813, -10.2626)
H (-2.4157, 0.0181, -9.4809)
H (-0.4847, 2.1166, -8.3543)
H (-0.6382, 0.4584, -7.7681)

Computed properties:
HOMO energy = -10.3 eV
charge = 0
molecular weight = 1238.105 g/mol
LUMO energy = -0.1 eV

Here are the Löwdin charges for atoms 1 to 99, given in e: -0.04, -0.39, -0.02, -0.08, 0.17, -0.65, 0.35, -0.41, -0.22, -0.01, -0.01, 0.31, -0.54, 0.84, -0.27, -0.26, -0.46, 0.13, 0.14, -0.57, 0.19, 0.16, 0.20, 0.32, 0.08, 0.09, 0.08, 0.14, 0.09, 0.13, 0.13, 0.15, 0.07, 0.07, 0.10, -0.04, -0.19, 0.04, -0.40, 0.17, -0.54, 0.17, 0.16, 0.17, 0.10, 0.04, 0.09, 0.11, 0.11, -0.06, -0.17, 0.05, -0.40, 0.16, -0.53, 0.18, 0.16, 0.15, 0.06, 0.09, 0.09, 0.13, 0.13, -0.05, -0.18, 0.04, -0.41, 0.17, -0.55, 0.16, 0.17, 0.17, 0.06, 0.09, 0.08, 0.11, 0.13, -0.04, -0.19, 0.03, -0.40, 0.18, -0.54, 0.17, 0.17, 0.17, 0.06, 0.09, 0.09, 0.10, 0.13, -0.06, -0.19, 0.04, -0.40, 0.17, -0.54, 0.17, 0.16